C4H5N3 | ωB97M-V/def2-TZVPD

## Properties
**Total charge**: 0
**HOMO-LUMO gap**: 8.614 eV
**Strongest force on any atom**: 1.0 eV/A
**Relative energy (zero: lowest compared OMol25 entry of this formula, charge and spin)**: 88.0 kcal per mole

Element x y z (Å)
N: -0.421 -1.127 -1.494
C: 0.146 -0.189 -0.699
N: -0.178 1.191 -0.994
C: -0.524 1.431 0.224
C: -0.242 0.253 1.067
C: 1.157 -0.217 1.005
N: 1.486 -0.451 -0.218
H: -0.214 -2.094 -1.294
H: -1.346 -0.927 -1.846
H: -0.974 2.374 0.538
H: -0.847 0.054 1.954
H: 1.841 -0.372 1.841

***

C4H5N3 | ωB97M-V/def2-TZVPD

## Properties
**Total charge**: 0
**SMILES**: C1=C=NC=NC=1.N
**HOMO-LUMO gap**: 8.777 eV
**Strongest force on any atom**: 2.2 eV/A
**Relative energy (zero: lowest compared OMol25 entry of this formula, charge and spin)**: 109.9 kcal per mole

Element x y z (Å)
C: 0.063 -0.662 0.525
C: -0.997 -1.184 0.968
N: -2.259 -1.089 0.994
C: -2.522 0.023 0.222
N: -1.622 0.774 -0.379
C: -0.326 0.459 -0.248
H: -3.562 0.288 0.113
H: 0.403 1.086 -0.753
N: 2.639 0.117 -0.347
H: 2.970 -0.216 -1.230
H: 3.017 1.057 -0.185
H: 2.218 -0.613 0.276

***

C4H5N3 | ωB97M-V/def2-TZVPD

## Properties
**Total charge**: 0
**SMILES**: Nc1ncccn1
**HOMO-LUMO gap**: 9.758 eV
**Strongest force on any atom**: 0.9 eV/A
**Relative energy (zero: lowest compared OMol25 entry of this formula, charge and spin)**: 9.6 kcal per mole

Element x y z (Å)
N: 2.241 -0.266 -0.421
C: 0.928 -0.115 -0.084
N: 0.214 -1.209 0.197
C: -1.092 -1.018 0.337
C: -1.721 0.162 -0.054
C: -0.855 1.250 -0.092
N: 0.467 1.142 -0.011
H: 2.826 0.510 -0.151
H: 2.623 -1.194 -0.318
H: -1.596 -1.773 0.933
H: -2.790 0.246 -0.223
H: -1.248 2.265 -0.113

***

C4H5N3O | ωB97M-V/def2-TZVPD

## Properties
**Total charge**: 0
**HOMO-LUMO gap**: 8.296 eV
**Strongest force on any atom**: 11.1 eV/A
**Relative energy (zero: lowest compared OMol25 entry of this formula, charge and spin)**: 142.4 kcal per mole

Element x y z (Å)
C: -0.919 1.397 0.282
C: 0.781 -0.123 -0.124
C: -0.100 -1.211 0.056
C: -1.438 -1.008 -0.076
H: -1.072 2.641 0.236
H: -1.735 0.734 -0.590
H: -1.368 1.202 1.180
H: 2.687 0.331 -0.493
H: 2.784 -1.150 -0.025
N: 0.543 1.089 0.208
N: 2.100 -0.550 -0.659
N: -2.517 -1.022 -0.650
O: 0.254 -2.329 0.655

***

C4H5N3O | ωB97M-V/def2-TZVPD

## Properties
**Total charge**: 0
**SMILES**: C=N/N=C1\CC=NO1
**HOMO-LUMO gap**: 9.472 eV
**Strongest force on any atom**: 3.9 eV/A
**Relative energy (zero: lowest compared OMol25 entry of this formula, charge and spin)**: 105.6 kcal per mole

Element x y z (Å)
C: -2.996 -0.312 -0.039
N: -1.775 0.048 0.079
N: -0.812 -0.939 0.104
C: 0.370 -0.530 -0.039
C: 1.053 0.769 0.034
C: 2.471 0.349 -0.074
N: 2.620 -0.931 0.022
O: 1.304 -1.488 0.017
H: -3.836 0.396 0.009
H: -3.376 -1.283 -0.306
H: 0.816 1.504 -0.845
H: 0.880 1.396 0.956
H: 3.283 1.021 0.084

***

C4H5N3O | ωB97M-V/def2-TZVPD

## Properties
**Total charge**: 0
**SMILES**: C/C=N\C#N.N=C=O
**HOMO-LUMO gap**: 10.283 eV
**Strongest force on any atom**: 4.4 eV/A
**Relative energy (zero: lowest compared OMol25 entry of this formula, charge and spin)**: 60.3 kcal per mole

Element x y z (Å)
C: -0.189 0.609 0.987
C: -0.256 -0.209 -0.264
N: 0.757 -0.371 -0.984
C: 1.958 0.172 -0.872
N: 3.061 0.456 -0.979
H: 0.859 0.359 1.321
H: -0.389 1.579 0.819
H: -1.022 0.366 1.623
H: -1.078 -0.719 -0.571
N: 2.366 -2.165 -2.478
C: 1.490 -2.509 -3.151
O: 0.566 -2.933 -3.718
H: 3.009 -1.391 -2.338

***

The records above yield E values of -319.5719; -319.5370; -319.6969; -394.7407; -394.7993; -394.8714 Eh, respectively.
The records above yield highest occupied orbital energy values of -8.18; -9.15; -8.86; -10.33; -9.02; -10.43 eV, respectively.